1.
Here is C45H41F10I2LuN12O2S2 as an isolated structure at a distorted geometry from the Open Molecules 2025 dataset. Energies are from ωB97M-V with the def2-TZVPD basis set.

Last column: Mulliken charge in e.
Positions of all 115 atoms, in Å:
Lu (-1.13694, -0.75650, 1.15149)  1.733
C (-0.66823, -1.99665, 4.52431)  -0.875
N (-1.24424, -2.57310, 3.30055)  1.353
C (-2.66597, -2.87825, 3.51242)  -1.181
C (-3.51343, -1.62837, 3.43942)  -0.826
N (-3.37416, -1.02655, 2.12926)  0.858
C (-4.44548, -0.85266, 1.34698)  -0.360
C (-4.29195, 0.07914, 0.29884)  0.228
F (-3.06832, 0.69758, 0.27842)  -0.161
C (-5.21746, 0.37072, -0.66795)  -0.058
F (-4.93778, 1.25180, -1.63621)  -0.327
C (-6.45783, -0.24260, -0.61487)  0.632
F (-7.40910, 0.04729, -1.51472)  -0.329
C (-6.69701, -1.14258, 0.41147)  0.210
F (-7.88199, -1.75259, 0.47711)  -0.317
C (-5.73683, -1.44067, 1.35960)  -0.055
F (-6.07270, -2.36983, 2.28113)  -0.352
C (-0.55991, -3.82895, 3.00027)  -1.584
C (-0.78738, -4.30042, 1.55910)  -1.409
N (-1.17834, -3.22977, 0.64124)  0.979
C (-1.55044, -3.63467, -0.58538)  -0.063
C (-1.43723, -4.90894, -1.21840)  0.404
F (-1.01992, -6.00372, -0.54780)  -0.344
C (-1.71903, -5.11082, -2.55662)  0.182
F (-1.54387, -6.32777, -3.07253)  -0.307
C (-2.16042, -4.08760, -3.38053)  0.651
F (-2.34495, -4.27584, -4.69292)  -0.335
C (-2.38236, -2.85704, -2.79549)  -0.151
F (-2.84704, -1.83341, -3.52744)  -0.333
C (-2.10926, -2.68126, -1.46296)  -0.795
F (-2.33944, -1.44427, -0.91047)  -0.056
H (-0.83321, -2.65453, 5.38933)  0.318
H (-1.10448, -1.02161, 4.72736)  0.086
H (0.40629, -1.86350, 4.40368)  0.117
H (-2.81293, -3.38115, 4.47937)  0.488
H (-3.00128, -3.54669, 2.71782)  0.272
H (-3.15905, -0.90142, 4.18391)  -0.409
H (-4.53936, -1.87049, 3.70205)  0.751
H (-0.90024, -4.62106, 3.68058)  0.299
H (0.50267, -3.68786, 3.18029)  0.523
H (-1.55343, -5.07865, 1.55820)  0.626
H (0.14356, -4.77401, 1.22292)  0.553
I (1.96513, -1.96701, 1.54696)  0.282
C (1.70753, -2.56292, -0.54740)  -0.963
I (0.73951, -0.98806, -1.61959)  0.119
H (1.08126, -3.44528, -0.61568)  0.282
H (2.68162, -2.74314, -0.98961)  0.697
C (3.41519, 3.26890, 0.75732)  -1.030
N (2.08273, 2.69138, 0.80318)  1.210
C (1.74878, 1.40464, 0.72363)  -1.222
N (0.44862, 1.26233, 0.90421)  0.714
C (0.02838, 2.54503, 1.08369)  -1.031
N (0.98477, 3.43510, 1.01898)  -1.166
C (4.40817, 2.52097, -0.11041)  0.570
C (5.65639, 2.24604, 0.43011)  -0.817
C (6.59418, 1.51843, -0.27807)  -0.865
C (6.30236, 1.04626, -1.53826)  -0.765
C (5.07259, 1.34413, -2.12288)  0.212
C (4.12111, 2.09079, -1.41201)  -0.061
C (4.81662, 0.82528, -3.46446)  0.376
N (5.57688, 0.01577, -4.12732)  -0.420
N (4.95895, -0.25720, -5.30500)  -0.554
C (3.86177, 0.42431, -5.33267)  0.562
O (3.69703, 1.14070, -4.17847)  -0.193
C (2.85857, 0.43820, -6.39084)  0.126
C (2.88035, -0.55575, -7.36853)  -0.839
C (1.90422, -0.57027, -8.34563)  -0.721
C (0.90990, 0.39630, -8.36478)  -0.801
C (0.88366, 1.39563, -7.40360)  0.571
C (-0.20959, 2.44297, -7.39652)  -0.916
N (-0.60875, 2.72863, -6.04058)  0.858
C (-0.96091, 1.84470, -5.10106)  -0.232
N (-1.02552, 2.43474, -3.92693)  -0.365
C (-0.70572, 3.72475, -4.21949)  -0.327
N (-0.43635, 3.93645, -5.48501)  -0.990
C (1.86209, 1.41170, -6.41295)  0.088
H (3.77771, 3.27025, 1.78714)  0.385
H (3.31922, 4.30654, 0.43557)  0.366
H (2.47527, 0.63024, 0.56646)  0.452
H (-0.99939, 2.80895, 1.25727)  0.784
H (5.88921, 2.58695, 1.43148)  0.434
H (7.55559, 1.30992, 0.17127)  0.409
H (7.02194, 0.46649, -2.09964)  0.557
H (3.16911, 2.31754, -1.87467)  0.731
H (3.64876, -1.31544, -7.32999)  0.533
H (1.90679, -1.34556, -9.09964)  0.404
H (0.15108, 0.37196, -9.13729)  0.422
H (-1.06989, 2.10779, -7.97704)  0.398
H (0.14874, 3.38525, -7.80940)  0.303
H (-1.15455, 0.80800, -5.32007)  0.553
H (-0.65048, 4.51652, -3.49368)  0.432
H (1.86248, 2.18787, -5.65703)  0.625
C (4.96902, 0.34774, 5.67582)  -0.793
O (3.75037, 0.95739, 5.25389)  -0.276
C (2.86214, 0.25219, 4.54396)  -0.058
S (3.15664, -1.38395, 4.18596)  -0.454
S (1.49245, 1.07586, 4.07979)  -0.033
H (5.58033, 0.07677, 4.81390)  0.314
H (4.76864, -0.55405, 6.25371)  0.350
H (5.47480, 1.09267, 6.28454)  0.246
C (-1.65628, 1.80363, 6.10637)  -1.510
C (-2.15105, 2.44871, 4.80190)  1.991
C (-3.67370, 2.64706, 4.81830)  -1.697
C (-1.41138, 3.77475, 4.56166)  -1.549
C (-1.83007, 1.54895, 3.70373)  -0.601
N (-1.58947, 0.84224, 2.83621)  -0.001
H (-1.82879, 2.49382, 6.93196)  0.480
H (-0.58942, 1.59085, 6.03890)  0.180
H (-2.18706, 0.87242, 6.30901)  0.358
H (-3.94372, 3.33603, 5.61784)  0.435
H (-4.18163, 1.69735, 4.98737)  0.347
H (-4.02302, 3.05755, 3.87074)  0.389
H (-1.61081, 4.44762, 5.39548)  0.465
H (-1.74363, 4.25612, 3.64089)  0.370
H (-0.33700, 3.59982, 4.49414)  0.236

- DFT total energy: -6172.907668 Eh
- E_HOMO: -7.17 eV

***

2.
Here is C45H41N4O3P2PbS as an isolated structure at a distorted geometry from the Open Molecules 2025 dataset. Energies are from ωB97M-V with the def2-TZVPD basis set.

Last column: Mulliken charge in e.
Positions of all 97 atoms, in Å:
Pb (0.35967, 0.17396, -0.30887)  1.292
N (-1.81492, 0.65671, 1.61099)  0.236
C (-3.01775, 1.21894, 1.23710)  -0.454
C (-3.77658, 2.02750, 2.08582)  -0.677
C (-5.00962, 2.50810, 1.69229)  -0.682
C (-5.51849, 2.20280, 0.43736)  -0.979
C (-4.75630, 1.45675, -0.44176)  0.012
C (-3.50852, 0.98017, -0.05646)  0.417
P (-2.42331, 0.16767, -1.26832)  1.392
C (-2.52756, 1.37415, -2.62812)  0.848
C (-1.89698, 2.58842, -2.36539)  -0.712
C (-1.82207, 3.56718, -3.33574)  -0.590
C (-2.37551, 3.33334, -4.58616)  -0.614
C (-3.01992, 2.13639, -4.84585)  -0.648
C (-3.09928, 1.15398, -3.87285)  -0.456
C (-3.33647, -1.29658, -1.81815)  0.472
C (-2.89883, -1.97733, -2.95281)  -0.378
C (-3.50065, -3.16635, -3.32238)  -0.992
C (-4.52178, -3.69011, -2.54482)  -0.589
C (-4.93202, -3.03699, -1.39556)  -0.760
C (-4.34407, -1.84038, -1.02983)  -0.884
H (-1.83684, -0.37232, 1.45341)  -0.255
H (-1.52902, 0.89283, 2.55017)  0.197
H (-3.38817, 2.25666, 3.06783)  0.474
H (-5.58606, 3.12109, 2.37120)  0.404
H (-6.49226, 2.56332, 0.13990)  0.411
H (-5.12210, 1.24247, -1.43894)  0.443
H (-1.45406, 2.73791, -1.38915)  0.291
H (-1.31824, 4.50262, -3.12904)  0.436
H (-2.29778, 4.08373, -5.36108)  0.380
H (-3.45121, 1.95855, -5.82131)  0.433
H (-3.60156, 0.22140, -4.08129)  0.438
H (-2.07910, -1.57407, -3.53078)  0.609
H (-3.17143, -3.69413, -4.20697)  0.444
H (-4.99193, -4.61747, -2.83163)  0.397
H (-5.71022, -3.46232, -0.77993)  0.412
H (-4.64966, -1.33433, -0.12669)  0.329
O (1.15786, 2.50103, 0.31267)  -0.704
N (2.08379, 3.02896, -0.41666)  0.541
C (2.86664, 3.96453, 0.15027)  -0.302
C (3.88328, 4.59054, -0.52623)  -0.733
C (4.10397, 4.25800, -1.85841)  -0.317
C (3.29443, 3.30900, -2.43936)  -0.864
C (2.27558, 2.67739, -1.72064)  0.767
S (1.28790, 1.49445, -2.48875)  -0.493
H (2.62615, 4.16968, 1.18220)  0.432
H (4.48823, 5.32583, -0.02120)  0.433
H (4.89606, 4.72844, -2.41937)  0.403
H (3.43080, 3.01882, -3.46828)  0.438
C (3.17003, -0.29376, 6.65982)  -0.518
C (2.92243, 0.78184, 5.82259)  -0.668
C (2.29936, 0.58444, 4.60431)  -0.337
C (1.91942, -0.69310, 4.20368)  0.323
C (2.15294, -1.76652, 5.05780)  -0.235
C (2.77928, -1.56461, 6.27426)  -0.803
P (1.16538, -0.84540, 2.52886)  0.267
C (0.60600, -2.58124, 2.66925)  0.231
C (1.25916, -3.66853, 2.10479)  0.286
C (0.79768, -4.95023, 2.35565)  -1.006
C (-0.33224, -5.14925, 3.13087)  -0.515
C (-1.01815, -4.06194, 3.64963)  -0.810
C (-0.54529, -2.78460, 3.42481)  -0.135
C (2.69751, -0.99859, 1.53120)  0.545
C (3.90457, -1.47754, 2.03496)  -0.315
C (5.01875, -1.51114, 1.21702)  -0.805
C (4.94512, -1.04223, -0.08295)  -0.897
C (3.74476, -0.55330, -0.58132)  -0.813
C (2.62353, -0.54843, 0.22293)  0.169
H (3.66987, -0.14686, 7.60620)  0.382
H (3.21469, 1.77511, 6.12912)  0.405
H (2.10668, 1.42036, 3.94532)  0.485
H (1.85228, -2.76397, 4.77124)  0.414
H (2.96377, -2.40788, 6.92373)  0.412
H (2.12455, -3.51059, 1.47621)  0.402
H (1.33363, -5.80064, 1.95646)  0.359
H (-0.69017, -6.15138, 3.31927)  0.372
H (-1.91482, -4.21281, 4.23252)  0.440
H (-1.06798, -1.93028, 3.83386)  0.348
H (3.96453, -1.81120, 3.06187)  0.461
H (5.95390, -1.89139, 1.60309)  0.414
H (5.81868, -1.05506, -0.71850)  0.420
H (3.70857, -0.17541, -1.59251)  0.340
C (0.97751, -4.25525, -2.01894)  -2.051
C (0.40307, -2.97908, -1.47950)  -0.288
N (0.82539, -1.81529, -1.82939)  0.774
O (1.84245, -1.77768, -2.77338)  -0.618
C (-0.69542, -3.04081, -0.54410)  0.387
C (-1.51645, -4.29068, -0.40112)  -2.186
N (-0.96543, -1.97634, 0.13741)  2.107
O (-1.96995, -1.91761, 0.94049)  -0.996
H (2.01053, -4.08193, -2.31044)  0.532
H (0.43986, -4.57844, -2.91019)  0.343
H (0.92961, -5.04353, -1.27033)  0.417
H (1.97652, -0.82854, -2.93944)  0.233
H (-1.56673, -4.83699, -1.33582)  0.496
H (-2.52125, -3.99413, -0.09924)  0.226
H (-1.10640, -4.93032, 0.38148)  0.305

- ΔE to the lowest compared entry with this formula, charge and spin: 25.5 kJ/mol
- DFT total energy: -3457.722185 Eh
- Spin multiplicity: 2
- E_HOMO (spin up / spin down): -6.58 / -7.39 eV

***

3.
Here is C45H42AsMoO6P2S2Si as an isolated structure at a distorted geometry from the Open Molecules 2025 dataset. Energies are from ωB97M-V with the def2-TZVPD basis set.

Last column: Mulliken charge in e.
Positions of all 100 atoms, in Å:
Mo (-0.15684, -0.37793, 0.47908)  -1.029
C (-2.11749, 2.96149, -0.64773)  -1.937
Si (-2.07612, 1.26805, 0.25424)  3.052
C (-3.66771, 0.49049, -0.44550)  0.567
C (-4.82046, 1.18643, -0.81072)  -0.188
C (-5.95255, 0.51507, -1.24244)  -0.838
C (-5.96673, -0.87381, -1.28552)  -0.922
C (-4.83215, -1.58299, -0.93398)  -0.850
C (-3.67858, -0.89789, -0.55341)  -0.730
P (-2.13529, -1.73534, -0.10659)  2.623
C (-1.60297, -2.81805, -1.46959)  -0.025
C (-0.26473, -2.76054, -1.85461)  -0.341
C (0.22318, -3.59259, -2.84982)  -1.143
C (-0.62931, -4.48895, -3.47300)  -0.711
C (-1.95976, -4.56806, -3.08229)  -0.835
C (-2.44504, -3.74667, -2.07904)  -0.087
C (-2.71573, -2.92810, 1.14027)  0.402
C (-3.66264, -2.50653, 2.07441)  -0.543
C (-4.03464, -3.34586, 3.11003)  -0.820
C (-3.45999, -4.60481, 3.22293)  -0.654
C (-2.52973, -5.03188, 2.28755)  -0.778
C (-2.15313, -4.19586, 1.24710)  -0.520
C (-2.50656, 1.86726, 2.02949)  0.709
C (-3.72600, 2.39168, 2.45792)  -0.531
C (-3.85360, 2.95534, 3.71706)  -0.805
C (-2.75728, 3.04150, 4.57077)  -1.007
C (-1.53395, 2.53871, 4.16685)  -0.675
C (-1.43046, 1.93128, 2.91539)  -0.374
P (0.11579, 1.22423, 2.33135)  3.229
C (1.25970, 2.64007, 2.30708)  0.425
C (0.86586, 3.77034, 1.59254)  -0.929
C (1.68009, 4.88895, 1.55140)  -0.673
C (2.88913, 4.88809, 2.23341)  -0.761
C (3.28121, 3.77012, 2.95328)  -0.734
C (2.47299, 2.64390, 2.98607)  -0.805
C (0.82029, 0.22520, 3.74036)  -0.952
C (0.45398, -0.10823, 4.97460)  -1.742
C (0.79611, -1.52482, 5.40505)  -0.185
C (2.32570, -1.95172, 5.51314)  0.137
C (2.65495, -2.72338, 4.26973)  -1.103
C (1.66323, -0.78706, 3.02795)  0.090
H (-3.00304, 3.50097, -0.30724)  0.476
H (-2.19444, 2.84468, -1.73107)  0.428
H (-1.25991, 3.59938, -0.43819)  0.579
H (-4.83360, 2.26890, -0.76092)  0.379
H (-6.83340, 1.07254, -1.53467)  0.438
H (-6.86143, -1.40022, -1.59052)  0.451
H (-4.86104, -2.66336, -0.93724)  0.356
H (0.41244, -2.08630, -1.34226)  0.747
H (1.26776, -3.54883, -3.13125)  0.530
H (-0.25607, -5.13696, -4.25472)  0.422
H (-2.62270, -5.28171, -3.55342)  0.460
H (-3.47175, -3.84889, -1.76192)  0.206
H (-4.10010, -1.51868, 1.98651)  0.329
H (-4.77283, -3.01881, 3.83095)  0.464
H (-3.73950, -5.25502, 4.04191)  0.415
H (-2.09002, -6.01758, 2.36633)  0.453
H (-1.41799, -4.53108, 0.52751)  0.422
H (-4.58105, 2.36232, 1.79098)  0.511
H (-4.80937, 3.35237, 4.03541)  0.448
H (-2.85928, 3.50698, 5.54226)  0.441
H (-0.65993, 2.63214, 4.80256)  0.636
H (-0.10308, 3.77130, 1.11027)  0.547
H (1.36630, 5.76318, 0.99563)  0.483
H (3.52112, 5.76605, 2.20899)  0.414
H (4.21790, 3.77635, 3.49505)  0.499
H (2.79020, 1.77325, 3.54480)  0.484
H (-0.20415, 0.48382, 5.59723)  0.556
H (0.28841, -1.76365, 6.33470)  0.710
H (2.53228, -2.39541, 6.48503)  0.570
H (3.16784, -3.66635, 4.16110)  0.297
H (1.86095, -0.35369, 2.07328)  -0.930
O (3.48788, 0.62109, 0.74854)  -0.529
As (3.39691, -1.16843, 0.60512)  1.006
O (4.34870, -1.65355, -0.59918)  -0.882
O (1.72149, -1.37754, 0.38758)  -0.105
C (3.97548, -1.49481, 2.45903)  -1.374
C (5.25277, -1.60590, 2.82396)  -0.696
C (5.62030, -1.54115, 4.24482)  -0.699
C (4.76896, -1.18574, 5.21356)  -1.247
C (3.32311, -0.88989, 4.95438)  0.348
C (2.94312, -1.42928, 3.54073)  2.578
S (0.42368, -2.10117, 2.87443)  1.303
O (0.74358, -3.31177, 2.20492)  -0.827
O (0.13474, -2.39993, 4.41772)  -0.535
O (-0.79242, -1.42267, 2.40616)  -0.271
H (4.18794, 0.92009, 0.15049)  0.312
H (6.03612, -1.69620, 2.08130)  0.580
H (6.65739, -1.73112, 4.49021)  0.452
H (5.11649, -1.05608, 6.23264)  0.467
H (3.07875, 0.15023, 5.19424)  0.351
C (0.95124, 0.02278, -3.06259)  -1.129
S (1.19419, 0.74414, -1.41429)  0.667
C (0.79480, 2.45687, -1.83407)  -0.966
H (1.42459, 0.69260, -3.77659)  0.573
H (-0.10653, -0.10056, -3.28148)  0.253
H (1.46935, -0.93258, -3.07999)  0.287
H (-0.20110, 2.52510, -2.26216)  0.289
H (1.54284, 2.80192, -2.54478)  0.651
H (0.86127, 3.04437, -0.92290)  -0.085

- Charge: +1
- ΔE to the lowest compared entry with this formula, charge and spin: 744.8 kJ/mol
- DFT total energy: -6263.622990 Eh
- Spin multiplicity: 3
- E_HOMO (spin up / spin down): -10.60 / -10.47 eV